1.
2 unconnected molecules or ions with the total composition C4H10BrPS at a distorted geometry. Source: OMol25; level of theory: ωB97M-V with the def2-TZVPD basis set.

Results
Electronic energy (hartree): -3471.781978
2S+1: 3

Cartesian coordinates (Å):
C  1.609  -1.199  -0.247
C  3.345  -0.077  1.234
C  -1.540  0.685  0.988
C  2.091  -0.116  0.355
P  -1.998  -0.645  -0.226
S  -1.679  0.290  -2.055
Br  -4.177  -0.433  0.029
H  2.030  -2.119  0.026
H  -1.635  1.563  -1.618
H  0.664  -1.253  -0.779
H  3.016  0.418  2.134
H  4.230  0.454  0.736
H  3.667  -1.043  1.346
H  -1.865  1.672  0.612
H  -1.915  0.546  1.969
H  -0.481  0.719  0.972
H  1.742  0.850  0.107



2.
C4H10Cl2FO2P in the gas phase. Source: OMol25; level of theory: ωB97M-V with the def2-TZVPD basis set.

Results
SMILES: C[C@H](Cl)[C@@H](Cl)[PH2](F)COO
Electronic energy (hartree): -1670.359749
2S+1: 1

Cartesian coordinates (Å):
C  1.934  0.556  0.508
C  1.676  -0.010  -0.895
Cl  1.708  1.357  -2.096
C  0.378  -0.811  -1.128
Cl  0.786  -2.348  -1.972
P  -0.673  -1.284  0.393
F  -1.568  -1.719  1.717
C  -1.466  0.387  0.319
O  -2.161  0.735  1.482
O  -2.899  1.941  1.233
H  1.064  0.586  1.155
H  2.302  1.577  0.423
H  2.724  -0.016  0.994
H  2.514  -0.630  -1.195
H  -0.239  -0.263  -1.837
H  -1.274  -2.315  -0.323
H  0.457  -1.619  1.144
H  -0.698  1.135  0.080
H  -2.151  0.334  -0.540
H  -2.415  2.406  0.536



3.
A molecular structure, C4H10Cl2N2P2 at a distorted geometry. Source: OMol25; level of theory: ωB97M-V with the def2-TZVPD basis set.

Results
Electronic energy (hartree): -1870.988621
2S+1: 1

Cartesian coordinates (Å):
C  1.321  -1.832  -1.970
C  -2.633  2.178  0.578
C  2.021  -1.216  -0.776
C  -1.964  1.213  1.588
N  1.207  -0.222  -0.186
N  -0.751  0.596  1.030
P  -0.554  -0.478  -0.125
P  1.695  1.234  0.400
Cl  0.019  -2.510  0.760
Cl  3.649  0.755  0.940
H  2.036  -2.388  -2.431
H  0.502  -2.444  -1.566
H  0.973  -1.019  -2.580
H  -1.982  2.986  0.284
H  -2.802  1.521  -0.305
H  -3.519  2.472  1.089
H  2.306  -1.926  -0.028
H  2.901  -0.797  -1.065
H  -1.728  1.596  2.595
H  -2.697  0.280  1.769